Below is a cluster of 3 separate species, C3H14N2O2 in total in a non-equilibrium geometry, with properties calculated with wB97M-V/def2-TZVPD.

## Properties
- E: -382.6693 hartree
- SMILES: NCCCN.O.O
- Frontier orbital gap: 9.9 eV
- LUMO energy: 0.79 eV
- F_max: 1.7 eV/Å

Geometry as ORCA input:
```
! RIJCOSX wB97M-V def2-TZVPD def2/J DEFGRID3
* xyz 0 1
N -2.894 -0.222 1.138
C -2.023 -0.728 0.038
C -0.974 0.361 -0.189
C -0.189 0.199 -1.459
N 0.973 1.131 -1.435
H -3.588 -0.848 1.540
H -2.248 0.035 1.871
H -1.609 -1.701 0.290
H -2.621 -0.853 -0.928
H -0.275 0.347 0.659
H -1.538 1.292 -0.118
H 0.294 -0.805 -1.514
H -0.852 0.424 -2.294
H 0.866 1.941 -2.050
H 1.801 0.708 -1.856
H 2.828 0.698 1.210
H 1.781 1.285 0.129
O 1.930 1.021 1.080
H 2.776 -1.960 1.255
H 1.984 -0.671 0.658
O 2.207 -1.638 0.554
*
```

These are the natural (NBO) partial charges, in e, on atoms 1 to 6: N -0.85; C -0.21; C -0.44; C -0.22; N -0.86; H 0.36

Below is a cluster of 3 separate species, C3H14N2O2 in total in a non-equilibrium geometry, with properties calculated with wB97M-V/def2-TZVPD.

## Properties
- E: -382.6104 hartree
- SMILES: NCCCN.O.O
- Frontier orbital gap: 10.5 eV
- LUMO energy: 0.59 eV
- F_max: 4.9 eV/Å

Geometry as ORCA input:
```
! RIJCOSX wB97M-V def2-TZVPD def2/J DEFGRID3
* xyz 0 1
C -1.258 2.439 0.916
C -1.076 0.832 0.662
C 0.046 0.058 1.288
N 1.086 -0.415 0.339
N -2.658 2.859 0.365
H -0.360 2.656 0.444
H -1.177 2.708 1.894
H -1.012 0.647 -0.435
H -2.089 0.572 0.969
H 0.604 0.737 1.868
H -0.176 -0.747 2.091
H 1.274 -1.409 0.726
H 2.027 0.052 0.588
H -2.563 3.893 0.174
H -2.773 2.403 -0.485
H 0.743 -1.184 -1.431
H 0.157 -2.547 -2.150
O 0.834 -1.875 -2.174
H 3.207 -3.865 -2.485
H 2.363 -3.477 -1.433
O 2.800 -4.337 -1.731
*
```

These are the natural (NBO) partial charges, in e, on atoms 1 to 6: C -0.21; C -0.44; C -0.24; N -0.86; N -0.82; H 0.17

Below is a cluster of 3 separate species, C3H14N2O2 in total, with properties calculated with wB97M-V/def2-TZVPD.

## Properties
- E: -382.6558 hartree
- SMILES: CCNCN.O.O
- Frontier orbital gap: 8.7 eV
- LUMO energy: 0.44 eV
- F_max: 0.9 eV/Å

Geometry as ORCA input:
```
! RIJCOSX wB97M-V def2-TZVPD def2/J DEFGRID3
* xyz 0 1
C -1.530 0.730 -0.264
C -0.642 -0.322 0.378
N -0.684 -1.631 -0.292
C -0.942 -1.755 -1.695
N 0.175 -1.364 -2.534
H -1.219 1.232 -1.188
H -1.764 1.512 0.455
H -2.484 0.252 -0.502
H 0.425 -0.071 0.436
H -1.017 -0.429 1.402
H -0.800 -2.425 0.309
H -1.828 -1.190 -1.992
H -1.180 -2.805 -1.910
H 0.060 -0.447 -2.956
H 1.035 -1.374 -1.989
H 2.536 0.201 1.201
H 2.697 1.547 1.777
O 3.003 0.638 1.928
H 0.176 3.698 1.948
H 0.485 2.341 2.575
O 0.094 2.753 1.780
*
```

These are the natural (NBO) partial charges, in e, on atoms 1 to 6: C -0.64; C -0.21; N -0.68; C -0.05; N -0.86; H 0.20

Below is a cluster of 3 separate species, C3H14N2O2 in total in a non-equilibrium geometry, with properties calculated with wB97M-V/def2-TZVPD.

## Properties
- E: -382.6589 hartree
- SMILES: CCNCN.O.O
- Frontier orbital gap: 9.7 eV
- LUMO energy: 0.75 eV
- F_max: 1.8 eV/Å

Geometry as ORCA input:
```
! RIJCOSX wB97M-V def2-TZVPD def2/J DEFGRID3
* xyz 0 1
C -0.482 -2.498 -1.761
C -1.333 -1.523 -0.893
N -1.135 -0.091 -1.172
C 0.184 0.411 -0.853
N 0.173 1.284 0.327
H 0.547 -2.301 -1.460
H -0.714 -3.500 -1.378
H -0.643 -2.602 -2.832
H -1.059 -1.758 0.127
H -2.371 -1.750 -1.145
H -1.384 0.041 -2.130
H 0.811 -0.422 -0.526
H 0.683 0.870 -1.715
H -0.254 2.178 0.150
H 1.143 1.409 0.589
H 2.059 3.855 1.821
H 2.451 4.728 2.994
O 2.801 4.288 2.230
H -0.669 -1.418 3.107
H -0.639 -0.223 2.083
O -0.169 -0.978 2.436
*
```

These are the natural (NBO) partial charges, in e, on atoms 1 to 6: C -0.64; C -0.22; N -0.64; C -0.06; N -0.85; H 0.20

Below is a cluster of 3 separate species, C3H14N2O2 in total in a non-equilibrium geometry, with properties calculated with wB97M-V/def2-TZVPD.

## Properties
- E: -382.3306 hartree
- Frontier orbital gap (alpha / beta): 11.8 / 6.2 eV
- LUMO energy (alpha / beta): -3.02 / -8.45 eV
- F_max: 3.7 eV/Å

Geometry as ORCA input:
```
! RIJCOSX wB97M-V def2-TZVPD def2/J DEFGRID3
* xyz 1 2
N -2.221 -0.688 0.274
C -1.600 0.591 0.545
C -0.377 0.987 -0.349
N 0.820 0.203 -0.195
C 0.806 -1.084 -0.896
H -2.674 -0.778 -0.624
H -2.822 -0.920 1.057
H -2.276 1.443 0.370
H -1.304 0.519 1.601
H -0.763 1.094 -1.361
H -0.145 2.027 -0.059
H 0.982 0.004 0.810
H -0.094 -1.657 -0.648
H 0.874 -0.950 -1.987
H 1.791 -1.496 -0.564
H 2.480 1.280 -1.328
H 2.456 1.389 -2.704
O 2.948 1.830 -1.985
H 0.809 -1.773 3.220
H -0.169 -1.021 2.064
O 0.478 -1.003 2.759
*
```

These are the natural (NBO) partial charges, in e, on atoms 1 to 6: N -0.77; C -0.22; C -0.29; N -0.25; C -0.48; H 0.39

Below is a cluster of 4 separate species, C3H14N2O3 in total in a non-equilibrium geometry, with properties calculated with wB97M-V/def2-TZVPD.

## Properties
- E: -457.8389 hartree
- SMILES: C/C(N)=C/N.O.O.O
- Frontier orbital gap: 8.4 eV
- LUMO energy: 0.53 eV
- F_max: 5.7 eV/Å

Geometry as ORCA input:
```
! RIJCOSX wB97M-V def2-TZVPD def2/J DEFGRID3
* xyz 0 1
C 0.301 -2.850 -0.544
C -0.538 -1.705 -0.263
C -0.584 -0.623 -1.119
N -1.162 0.628 -0.735
N -1.077 -1.499 1.059
H 1.387 -2.475 -0.426
H 0.413 -3.678 0.189
H 0.246 -3.481 -1.392
H -0.160 -0.600 -2.029
H -0.631 1.179 -0.073
H -2.154 0.547 -0.379
H -0.927 -2.316 1.654
H -1.068 -0.605 1.482
H 1.774 0.736 -3.449
H 1.016 0.790 -2.074
O 2.027 0.930 -2.430
H -0.164 0.894 4.909
H 0.350 0.112 3.670
O 0.060 1.028 3.983
H 0.638 2.809 -1.312
H 1.126 3.424 -0.247
O 0.257 3.020 -0.458
*
```

These are the natural (NBO) partial charges, in e, on atoms 1 to 6: C -0.68; C 0.17; C -0.13; N -0.90; N -0.84; H 0.23

Below is a cluster of 2 separate species, C3H14N5 in total in a non-equilibrium geometry, with properties calculated with wB97M-V/def2-TZVPD.

## Properties
- E: -396.2446 hartree
- Frontier orbital gap: 10.1 eV
- LUMO energy: -3.23 eV
- F_max: 1.9 eV/Å

Geometry as ORCA input:
```
! RIJCOSX wB97M-V def2-TZVPD def2/J DEFGRID3
* xyz 1 1
N -1.159 0.646 -0.119
C -1.300 -0.322 -1.333
C 0.106 -0.647 -1.918
N -0.137 -1.568 -3.035
H -1.068 0.264 0.860
H -0.268 1.151 -0.237
H -1.870 1.341 -0.125
H -1.868 -1.190 -0.997
H -1.895 0.217 -2.090
H 0.586 0.285 -2.248
H 0.749 -1.076 -1.124
H 0.716 -1.880 -3.441
H -0.581 -2.368 -2.683
N -0.014 0.821 2.772
C 1.025 0.692 1.849
N 1.630 -0.575 1.842
N 1.407 1.600 0.984
H -0.435 1.758 2.803
H 0.129 0.428 3.676
H 1.196 -1.344 2.364
H 1.921 -0.789 0.905
H 1.131 2.555 1.295
*
```

These are the natural (NBO) partial charges, in e, on atoms 1 to 6: N -0.72; C -0.21; C -0.23; N -0.81; H 0.46; H 0.46

Below is a cluster of 2 separate species, C3H14N5 in total in a non-equilibrium geometry, with properties calculated with wB97M-V/def2-TZVPD.

## Properties
- E: -396.2635 hartree
- Frontier orbital gap: 10.2 eV
- LUMO energy: -2.81 eV
- F_max: 2.9 eV/Å

Geometry as ORCA input:
```
! RIJCOSX wB97M-V def2-TZVPD def2/J DEFGRID3
* xyz 1 1
N -2.421 -0.665 3.146
C -1.435 -0.837 2.209
N -0.228 -0.170 2.493
N -1.621 -1.407 1.053
H -2.952 -1.495 3.456
H -2.105 -0.145 3.972
H 0.127 -0.145 3.458
H 0.454 -0.591 1.841
H -2.494 -1.833 1.111
N -0.497 0.277 -0.804
C 0.815 0.000 -1.504
C 1.450 1.176 -2.219
N 2.652 0.712 -2.878
H -0.450 1.013 -0.097
H -1.184 0.496 -1.527
H -0.819 -0.542 -0.224
H 1.507 -0.522 -0.841
H 0.530 -0.718 -2.305
H 0.692 1.520 -2.959
H 1.541 1.998 -1.497
H 3.019 1.304 -3.638
H 3.418 0.576 -2.246
*
```

These are the natural (NBO) partial charges, in e, on atoms 1 to 6: N -0.82; C 0.61; N -0.84; N -0.84; H 0.41; H 0.39

Q: What is the F_max in the fourth record?
A: 1.8 eV/Å